(1)
Density functional theory data (ωB97M-V/def2-TZVPD) for a cluster of 2 separate species, FH3N2OS in total at a distorted geometry.

The total energy comes out at -684.4744 a.u.

The geometry in ORCA input format:
```
! RIJCOSX wB97M-V def2-TZVPD def2/J DEFGRID3
* xyz 0 1
N 0.470 0.172 -0.485
N -0.783 0.473 0.181
O -3.848 0.732 0.962
F -3.396 -1.360 -0.371
S -3.305 0.308 -0.316
H 0.995 0.991 -0.338
H -0.860 1.469 -0.147
H 0.887 -0.698 -0.164
*
```

---

(2)
Density functional theory data (ωB97M-V/def2-TZVPD) for the molecule C10H7NO3 at a distorted geometry.

The total energy comes out at -665.5370 a.u.

The geometry in ORCA input format:
```
! RIJCOSX wB97M-V def2-TZVPD def2/J DEFGRID3
* xyz 0 1
O -0.431 -1.547 0.407
C -0.801 -0.391 0.119
O 0.226 0.536 -0.098
C 1.613 0.220 -0.221
C 2.371 1.355 0.113
C 3.827 1.121 0.467
C 4.359 -0.212 -0.077
N 3.507 -1.250 -0.457
C 2.109 -1.100 -0.382
C -2.186 0.026 0.304
C -3.201 -1.000 0.356
C -4.497 -0.408 0.060
C -4.151 0.892 -0.446
O -2.712 1.160 -0.210
H 1.933 2.210 0.636
H 4.476 1.970 0.973
H 5.519 -0.292 -0.334
H 1.194 -1.896 -0.631
H -2.820 -2.200 0.528
H -5.618 -0.924 -0.147
H -4.717 1.730 -0.959
*
```

---

(3)
Density functional theory data (ωB97M-V/def2-TZVPD) for a structure of composition C28H23Br2N10O3SSn at a distorted geometry.

The total energy comes out at -7613.8717 a.u.

The geometry in ORCA input format:
```
! RIJCOSX wB97M-V def2-TZVPD def2/J DEFGRID3
* xyz -1 1
Sn -0.120 0.012 0.381
C 1.656 -0.418 4.264
C 0.622 -0.258 3.200
N 0.659 0.506 2.163
N 1.699 1.326 1.924
C 1.468 2.292 0.984
N 2.513 3.131 0.758
S 0.023 2.465 0.173
C -0.666 -0.927 3.203
C -1.165 -1.844 4.106
C -2.456 -2.309 3.873
C -3.171 -1.837 2.770
C -2.566 -0.911 1.931
N -1.320 -0.439 2.122
H 1.777 0.531 4.794
H 2.610 -0.693 3.804
H 1.391 -1.189 4.989
H 2.449 1.421 2.593
H 3.452 2.786 0.897
H 2.390 3.776 -0.014
H -0.597 -2.192 4.957
H -2.910 -3.031 4.546
H -4.179 -2.183 2.568
H -3.081 -0.513 1.061
Br -3.964 -3.384 0.740
C -2.053 -3.562 0.661
C -1.575 -4.872 0.708
C -0.210 -5.103 0.657
Br 0.347 -6.925 0.728
C 0.695 -4.028 0.558
C 2.101 -4.185 0.501
C 2.936 -3.082 0.403
C 2.344 -1.842 0.365
N 1.015 -1.648 0.416
C 0.182 -2.703 0.511
C -1.203 -2.429 0.561
O -1.636 -1.223 0.517
H -2.274 -5.698 0.785
H 2.558 -5.169 0.532
H 4.012 -3.188 0.359
H 2.930 -0.933 0.289
O -3.752 6.332 -3.122
C -3.901 5.268 -4.029
N -2.763 4.425 -3.843
C -2.772 3.406 -2.918
O -3.749 3.147 -2.225
C -1.514 2.640 -2.748
C -0.498 2.596 -3.707
C 0.649 1.842 -3.456
C 0.738 1.153 -2.256
N -0.229 1.164 -1.314
C -1.336 1.901 -1.584
H -3.819 5.912 -2.246
H -3.887 5.656 -5.050
H -4.840 4.738 -3.843
H -1.888 4.781 -4.196
H -0.587 3.113 -4.657
H 1.453 1.787 -4.182
H 1.612 0.553 -2.017
H -2.096 1.880 -0.807
N 1.773 -0.129 -0.303
C 2.739 -0.150 -0.945
C 3.916 -0.174 -1.727
C 4.670 1.007 -1.906
N 5.289 1.977 -2.054
C 4.339 -1.381 -2.329
N 4.686 -2.371 -2.824
H -0.916 -0.601 -1.053
*
```

---

(4)
Density functional theory data (ωB97M-V/def2-TZVPD) for the molecule C16H22N2O3S.

The total energy comes out at -1356.3554 a.u.

The geometry in ORCA input format:
```
! RIJCOSX wB97M-V def2-TZVPD def2/J DEFGRID3
* xyz 0 1
C 3.701 3.165 0.768
C 3.038 2.383 -0.358
C 3.407 0.907 -0.332
S 2.785 0.084 1.182
C 3.669 -1.510 1.081
C 3.295 -2.395 -0.098
C 1.856 -2.923 -0.062
N 0.866 -1.881 -0.225
C 0.716 -1.237 -1.396
O 1.317 -1.542 -2.407
C -0.301 -0.096 -1.399
C -0.548 0.578 -0.039
O -1.281 -0.265 0.839
C -2.625 -0.338 0.605
C -3.328 -1.462 1.012
C -4.696 -1.530 0.812
C -5.367 -0.484 0.201
C -4.674 0.645 -0.200
C -3.305 0.726 0.004
N -2.576 1.864 -0.342
C -1.223 1.920 -0.314
O -0.601 2.930 -0.550
H 4.785 3.099 0.695
H 3.394 2.768 1.733
H 3.414 4.211 0.718
H 1.954 2.498 -0.295
H 3.356 2.786 -1.323
H 4.491 0.780 -0.332
H 2.976 0.390 -1.190
H 4.734 -1.277 1.055
H 3.440 -2.005 2.026
H 3.971 -3.253 -0.100
H 3.438 -1.860 -1.038
H 1.660 -3.433 0.882
H 1.738 -3.633 -0.887
H 0.391 -1.540 0.595
H 0.056 0.649 -2.113
H -1.246 -0.496 -1.779
H 0.404 0.770 0.469
H -2.790 -2.265 1.489
H -5.238 -2.407 1.132
H -6.432 -0.541 0.042
H -5.189 1.473 -0.664
H -3.080 2.703 -0.601
*
```

---

(5)
Density functional theory data (ωB97M-V/def2-TZVPD) for a structure of composition C24H18N3O5PPd.

The total energy comes out at -1935.1633 a.u.

The geometry in ORCA input format:
```
! RIJCOSX wB97M-V def2-TZVPD def2/J DEFGRID3
* xyz -2 1
Pd -0.695 -0.790 -1.845
O -0.377 5.477 -1.742
C -0.526 4.124 -1.953
C -1.753 3.503 -1.821
C -1.852 2.136 -2.033
N -0.769 1.388 -2.311
C 0.412 2.015 -2.493
C 0.571 3.384 -2.328
C 1.670 1.223 -2.952
O 2.637 1.951 -3.276
O 1.576 -0.016 -2.966
C -3.296 1.546 -2.009
O -4.154 2.364 -1.572
O -3.451 0.430 -2.510
H -1.247 5.818 -1.500
H -2.664 4.032 -1.577
H 1.548 3.815 -2.489
N -0.159 -2.339 0.670
P -0.735 -0.650 0.583
C -0.734 -0.653 2.534
C -1.954 -0.431 3.167
C -2.048 -0.332 4.557
C -0.911 -0.441 5.342
C 0.319 -0.657 4.732
C 0.397 -0.761 3.345
C 0.836 0.313 0.511
C 2.044 -0.207 0.064
C 3.169 0.603 -0.038
C 3.098 1.948 0.306
C 1.890 2.480 0.744
C 0.770 1.665 0.843
C -0.198 -3.249 -0.341
C 0.257 -4.569 -0.159
C 0.275 -5.421 -1.233
C -0.181 -4.976 -2.469
C -0.656 -3.679 -2.552
N -0.664 -2.817 -1.526
H 0.038 -2.722 1.582
H -2.840 -0.320 2.548
H -3.011 -0.154 5.023
H -0.977 -0.346 6.420
H 1.217 -0.730 5.335
H 1.369 -0.903 2.877
H 2.087 -1.237 -0.268
H 4.092 0.192 -0.431
H 3.965 2.588 0.185
H 1.810 3.537 0.972
H -0.179 2.091 1.156
H 0.604 -4.885 0.818
H 0.646 -6.433 -1.112
H -0.181 -5.613 -3.342
H -1.081 -3.294 -3.467
*
```

---

(6)
Density functional theory data (ωB97M-V/def2-TZVPD) for a cluster of 2 separate species, C3H10IN2 in total at a distorted geometry.

The total energy comes out at -527.2182 a.u.

The geometry in ORCA input format:
```
! RIJCOSX wB97M-V def2-TZVPD def2/J DEFGRID3
* xyz 1 1
C 0.939 -0.452 -1.126
C -0.120 -0.057 2.956
C -0.518 -0.729 -1.286
N -1.378 0.244 -1.437
N 1.094 1.058 -1.398
I -2.141 -0.058 2.049
H 1.032 -0.647 -0.075
H 1.770 -1.018 -1.547
H -0.084 -1.000 3.494
H 0.030 0.701 3.699
H -0.861 -1.751 -1.420
H -2.357 -0.059 -1.347
H 1.329 1.205 -2.406
H -1.079 1.203 -1.451
H 0.564 -0.159 2.048
H 1.781 1.519 -0.754
*
```